Version 1
Here is an isolated ion of composition C5H14N2 and charge +2 from the OMol25 dataset. Energies are from ωB97M-V/def2-TZVPD.

Cartesian coordinates (Å):
C 0.395 0.164 -2.360
C -0.170 -0.614 -1.133
C -0.750 0.385 -0.120
C -0.412 0.244 1.367
C 1.350 0.991 2.829
N 0.952 0.843 1.632
N -1.098 -1.703 -1.651
H -0.223 0.125 -3.261
H 0.379 1.211 -2.089
H 1.383 -0.147 -2.686
H 0.694 -1.135 -0.709
H -1.851 0.429 -0.255
H -0.752 1.470 -0.401
H -0.687 -0.688 1.852
H -1.017 0.907 2.037
H 2.300 1.575 2.938
H 1.045 0.583 3.778
H 1.432 1.118 0.778
H -2.060 -1.469 -1.947
H -1.236 -2.362 -0.883
H -0.716 -2.077 -2.525

Computed properties:
Multiplicity = 1
Structure (SMILES) = C=[NH+]CC[C@H](C)[NH3+]
Total charge = +2

=====

Version 2
Here is an isolated ion of composition C5H14N2 and charge +2 from the OMol25 dataset. Energies are from ωB97M-V/def2-TZVPD.

Cartesian coordinates (Å):
C -1.452 1.079 1.237
C -0.780 1.277 -0.097
C 0.533 0.449 -0.175
C 0.221 -1.042 -0.195
C 1.238 -1.874 -0.340
N 1.065 -3.336 -0.624
N -0.389 2.735 -0.256
H -2.441 1.543 1.262
H -0.880 1.603 2.012
H -1.517 0.045 1.564
H -1.391 0.969 -0.944
H 1.053 0.678 -1.101
H 1.059 0.680 0.759
H -0.798 -1.384 -0.063
H 2.228 -1.661 0.039
H 0.439 -3.392 -1.431
H 1.967 -3.771 -0.823
H 0.597 -3.878 0.111
H -0.590 3.120 -1.184
H -0.794 3.352 0.453
H 0.632 2.809 -0.204

Computed properties:
Multiplicity = 1
Structure (SMILES) = C[C@@H]([NH3+])C/C=C/[NH3+]
Total charge = +2

=====

Result of the stability comparison: version 2 is the most stable of them.

=====

Version 1
Here is C31H30BrCaN3S as an isolated structure from the OMol25 dataset. Energies are from ωB97M-V/def2-TZVPD.

Cartesian coordinates (Å):
Ca -0.132 0.235 -0.172
C -0.459 -2.944 2.196
C -1.093 -1.836 2.988
C -2.195 -2.122 3.786
C -2.791 -1.147 4.561
C -2.284 0.141 4.552
C -1.192 0.469 3.768
C -0.657 1.870 3.755
C -0.597 -0.529 2.979
N 0.458 -0.176 2.132
C 1.668 -0.102 2.521
C 2.134 -0.498 3.893
C 2.676 0.341 1.542
C 4.030 0.775 2.033
N 2.325 0.362 0.318
C 3.208 0.654 -0.723
C 3.115 1.875 -1.399
C 2.093 2.894 -0.983
C 3.968 2.118 -2.467
C 4.880 1.162 -2.879
C 4.954 -0.049 -2.213
C 4.124 -0.325 -1.136
C 4.160 -1.664 -0.461
H -1.234 -3.501 1.672
H 0.044 -3.637 2.872
H 0.263 -2.575 1.467
H -2.591 -3.127 3.780
H -3.646 -1.387 5.173
H -2.735 0.899 5.173
H -1.293 2.520 4.351
H -0.630 2.249 2.732
H 0.351 1.908 4.170
H 1.284 -0.780 4.511
H 2.673 0.308 4.384
H 2.805 -1.353 3.808
H 3.922 1.624 2.708
H 4.653 1.082 1.194
H 4.533 -0.020 2.579
H 1.922 2.865 0.096
H 1.146 2.669 -1.487
H 2.405 3.900 -1.265
H 3.911 3.064 -2.990
H 5.526 1.354 -3.724
H 5.652 -0.805 -2.543
H 4.820 -2.335 -1.004
H 3.159 -2.097 -0.459
H 4.506 -1.596 0.571
Br -2.338 -1.678 -0.430
C -3.691 -0.320 -0.152
C -4.978 -0.786 -0.190
C -6.055 0.097 -0.039
C -5.803 1.422 0.163
C -4.482 1.907 0.231
C -4.258 3.274 0.484
C -2.986 3.755 0.577
C -1.894 2.890 0.388
C -2.019 1.540 0.114
C -3.354 1.039 0.063
H -5.169 -1.840 -0.337
H -7.064 -0.290 -0.076
H -6.611 2.136 0.260
H -5.109 3.928 0.611
H -2.824 4.803 0.796
H -0.901 3.332 0.459
S 2.312 -2.178 -3.419
C 1.306 -1.219 -2.649
N 0.582 -0.500 -2.068

Computed properties:
Multiplicity = 1
Total charge = 0

=====

Version 2
Here is C31H30BrCaN3S as an isolated structure from the OMol25 dataset. Energies are from ωB97M-V/def2-TZVPD.

Cartesian coordinates (Å):
Ca -0.251 -1.307 -0.108
C 1.408 -1.445 -3.748
C 2.427 -2.007 -2.780
C 3.178 -3.117 -3.152
C 4.088 -3.692 -2.282
C 4.264 -3.162 -1.011
C 3.531 -2.060 -0.591
C 3.715 -1.489 0.799
C 2.618 -1.499 -1.491
N 1.776 -0.415 -1.013
C 2.071 0.801 -1.230
C 3.292 1.291 -1.942
C 1.061 1.846 -0.775
C 1.593 3.190 -0.359
N -0.164 1.507 -0.829
C -1.184 2.480 -0.538
C -1.785 3.090 -1.643
C -1.301 2.782 -3.040
C -2.832 3.972 -1.418
C -3.283 4.229 -0.126
C -2.679 3.597 0.947
C -1.619 2.706 0.764
C -1.002 2.017 1.963
H 1.832 -1.386 -4.752
H 1.063 -0.449 -3.477
H 0.534 -2.102 -3.807
H 3.016 -3.549 -4.137
H 4.651 -4.568 -2.589
H 4.971 -3.617 -0.324
H 4.352 -2.140 1.398
H 2.770 -1.375 1.333
H 4.181 -0.499 0.775
H 3.838 0.468 -2.392
H 3.950 1.813 -1.240
H 3.009 2.011 -2.715
H 2.371 3.061 0.399
H 0.801 3.814 0.042
H 2.052 3.706 -1.207
H -1.283 1.705 -3.227
H -0.283 3.150 -3.209
H -1.948 3.249 -3.783
H -3.309 4.450 -2.267
H -4.111 4.910 0.037
H -3.037 3.777 1.957
H -1.756 1.471 2.534
H -0.549 2.750 2.634
H -0.238 1.292 1.701
Br -2.980 -0.557 -0.209
C -3.337 -0.935 1.650
C -4.651 -0.840 1.983
C -5.038 -1.078 3.321
C -4.089 -1.383 4.250
C -2.717 -1.475 3.894
C -1.743 -1.777 4.883
C -0.427 -1.860 4.548
C -0.028 -1.653 3.202
C -0.890 -1.368 2.166
C -2.281 -1.262 2.553
H -5.391 -0.590 1.231
H -6.086 -1.015 3.593
H -4.369 -1.566 5.285
H -2.073 -1.936 5.906
H 0.315 -2.088 5.309
H 1.040 -1.750 3.000
S -0.274 -4.986 -3.347
C -0.373 -3.963 -2.089
N -0.405 -3.175 -1.206

Computed properties:
Multiplicity = 1
Total charge = 0

=====

Result of the stability comparison: version 2 is the most stable of them.

=====

Version 1
Here is a 4-piece molecular cluster, C3H17N2O3 overall from the OMol25 dataset. Energies are from ωB97M-V/def2-TZVPD.

Cartesian coordinates (Å):
N 0.445 -0.003 0.692
C -0.247 0.398 -0.533
C 0.022 1.798 -1.044
C -1.919 0.412 0.018
N -2.062 -0.609 0.957
H -0.069 -0.741 1.222
H 0.702 0.844 1.370
H 1.335 -0.527 0.467
H -0.192 -0.518 -1.201
H -0.338 2.627 -0.437
H -0.606 1.940 -1.959
H 1.013 1.888 -1.444
H -2.014 1.490 0.360
H -2.571 0.287 -0.850
H -2.402 -0.407 1.828
H -2.625 -1.410 0.521
H 3.161 -1.568 -0.044
H 1.936 -2.443 -0.635
O 2.216 -1.632 -0.187
H -0.376 -3.213 -0.989
H 0.232 -3.976 -2.143
O 0.447 -3.325 -1.480
H 1.176 3.255 2.520
H 1.667 2.872 1.143
O 1.070 2.563 1.848

Computed properties:
Multiplicity = 1
Total charge = +1

=====

Version 2
Here is a 4-piece molecular cluster, C3H17N2O3 overall from the OMol25 dataset. Energies are from ωB97M-V/def2-TZVPD.

Cartesian coordinates (Å):
N -0.119 -0.554 -1.553
C 0.928 -0.561 -0.456
C 0.626 0.444 0.691
N -0.294 -0.172 1.641
C 0.336 -0.801 2.764
H -0.053 0.406 -1.860
H -0.074 -1.235 -2.171
H -1.143 -0.841 -1.101
H 1.065 -1.513 0.138
H 1.888 -0.475 -1.029
H 1.636 0.639 1.054
H 0.379 1.540 0.455
H -1.081 0.649 1.793
H -0.115 -0.414 3.737
H 1.363 -0.777 2.580
H 0.328 -1.913 2.842
H -0.487 -3.911 -0.434
H -0.772 -2.890 0.663
O -0.456 -2.973 -0.334
H -2.626 2.113 -0.246
H -2.735 3.146 -1.585
O -2.214 2.481 -1.192
H 0.884 3.062 -1.611
H 1.830 2.286 -2.625
O 0.908 2.265 -2.160

Computed properties:
Multiplicity = 1
Total charge = +1

=====

Result of the stability comparison: version 1 is the most stable of them.